{
  "formula": "C14H32Br10N4O8",
  "method": "ωB97M-V/def2-TZVPD",
  "symbols": ["Br", "Br", "Br", "Br", "Br", "Br", "Br", "Br", "Br", "Br", "O", "O", "O", "O", "O", "O", "O", "O", "N", "N", "N", "N", "C", "C", "C", "C", "C", "C", "C", "C", "C", "C", "C", "C", "C", "C", "H", "H", "H", "H", "H", "H", "H", "H", "H", "H", "H", "H", "H", "H", "H", "H", "H", "H", "H", "H", "H", "H", "H", "H", "H", "H", "H", "H", "H", "H", "H", "H"],
  "coordinates": [[-6.086, -2.655, -2.907], [7.080, 0.880, -0.078], [3.095, 1.515, -2.278], [-2.600, -3.270, 0.044], [-3.664, 5.035, 0.997], [-1.528, 0.645, -0.448], [-0.931, 2.025, -4.627], [-5.361, 0.914, -0.073], [2.327, -1.637, 0.359], [-1.663, -2.507, -4.800], [0.341, 4.701, 0.389], [0.015, -3.325, 3.371], [-1.549, -4.719, 2.862], [7.377, -1.374, 2.494], [0.407, 0.192, 5.422], [-0.199, -0.468, 3.464], [1.635, 4.606, -1.340], [5.653, -0.807, 3.662], [6.191, -1.387, 2.739], [0.574, 4.453, -0.778], [0.613, -0.005, 4.255], [-1.150, -3.627, 3.225], [-5.206, 2.836, 0.139], [-2.176, -2.603, 3.571], [0.426, -1.283, 0.132], [4.705, 1.887, -1.221], [-4.077, -2.461, -0.935], [0.251, -0.064, -0.724], [5.344, -2.164, 1.818], [-4.472, -3.368, -2.065], [5.674, 0.747, -1.413], [-0.538, 3.903, -1.597], [1.979, 0.324, 3.749], [-3.978, 3.128, 0.969], [-0.809, -0.778, -4.997], [-1.817, 0.303, -4.715], [-0.610, 4.579, -2.447], [-3.141, -3.083, 3.550], [4.377, 1.942, -0.189], [0.932, 0.701, -0.366], [-3.081, 2.709, 0.529], [2.658, -0.321, 4.295], [5.058, 2.851, -1.564], [-5.151, 3.266, -0.854], [0.408, -0.268, -1.776], [-4.088, 2.809, 1.998], [5.879, -3.080, 1.583], [-4.769, -4.347, -1.707], [2.151, 1.356, 4.046], [-4.874, -2.319, -0.211], [-0.282, 2.918, -1.964], [-2.344, 0.155, -3.775], [0.052, -1.141, 1.142], [-1.894, -2.228, 4.552], [1.955, 0.238, 2.674], [5.220, -1.595, 0.899], [4.377, -2.362, 2.263], [-6.122, 3.155, 0.625], [-0.014, -2.183, -0.280], [-3.723, -1.477, -1.230], [-2.581, 0.350, -5.487], [-1.423, 3.901, -0.978], [-0.433, -0.702, -6.012], [-2.052, -1.776, 2.879], [6.171, 0.755, -2.378], [0.036, -0.744, -4.316], [-3.736, -3.447, -2.853], [5.162, -0.207, -1.315]],
  "atomic_forces_ev_per_a": [[0.05, 0.11, -0.04], [-0.07, -0.10, 0.01], [0.11, 0.07, -0.08], [-0.06, -0.16, -0.03], [-0.03, 0.32, 0.04], [-0.36, -0.16, -0.22], [0.02, -0.01, -0.09], [-0.04, -0.20, -0.08], [0.07, -0.06, -0.14], [0.02, -0.07, -0.03], [0.19, -0.01, -0.11], [0.12, -0.01, -0.17], [0.17, 0.26, -0.05], [0.04, 0.05, 0.15], [-0.26, 0.02, 0.53], [0.33, 0.50, 0.25], [0.25, 0.13, 0.05], [-0.02, 0.04, -0.04], [0.12, 0.15, 0.07], [-0.23, -0.35, 0.21], [0.01, -0.30, -0.78], [-0.30, -0.44, 0.22], [0.05, 0.01, 0.18], [0.48, 0.14, 0.24], [-0.08, -0.42, 0.32], [-0.33, -0.25, -0.08], [0.17, 0.25, 0.21], [0.34, 0.08, 0.52], [-0.21, -0.54, -0.40], [-0.50, 0.07, 0.02], [0.02, 0.06, -0.22], [-0.01, 0.54, -0.17], [-0.54, 0.54, 0.34], [-0.07, 0.09, -0.24], [0.14, 0.20, -0.07], [-0.52, -0.15, 0.11], [-0.21, -0.06, 0.00], [-0.15, 0.03, -0.11], [-0.04, 0.09, 0.02], [-0.03, 0.17, -0.29], [-0.03, -0.16, 0.07], [0.20, -0.14, -0.30], [0.18, 0.03, 0.05], [0.07, -0.01, -0.04], [-0.05, 0.12, -0.11], [0.02, -0.11, 0.04], [-0.02, 0.03, 0.04], [0.16, -0.07, 0.02], [0.10, -0.04, 0.02], [-0.07, -0.17, -0.03], [0.20, -0.09, 0.15], [0.25, 0.04, 0.15], [0.00, 0.10, 0.00], [-0.16, -0.05, 0.03], [0.29, -0.33, -0.10], [0.15, 0.18, 0.09], [0.05, 0.06, 0.19], [0.02, 0.10, 0.03], [0.02, 0.03, -0.11], [-0.01, -0.08, -0.28], [0.15, 0.11, -0.12], [-0.12, -0.01, -0.06], [-0.02, -0.11, -0.03], [-0.23, -0.14, -0.12], [-0.07, 0.15, -0.06], [-0.05, -0.07, 0.11], [0.18, 0.02, 0.06], [0.10, -0.03, 0.26]],
  "lowdin_charge": [0.6118, 0.6797, 0.6529, 0.7375, 0.6550, 0.7233, 0.6862, 0.6476, 0.7209, 0.6726, 0.0585, 0.0496, 0.0246, 0.0376, 0.0875, 0.0165, 0.0379, 0.0585, -0.4570, -0.4474, -0.4236, -0.4507, -0.6906, 0.0130, -0.6976, -0.6590, -0.7081, -0.6951, -0.0097, -0.6939, -0.7081, -0.0112, 0.0627, -0.7256, -0.7059, -0.7056, 0.0988, 0.0915, 0.0489, 0.0089, -0.0359, 0.1030, 0.0603, 0.0524, 0.0424, 0.0607, 0.1066, 0.0512, 0.1054, 0.0415, 0.0047, 0.0342, 0.0138, 0.0980, 0.0531, 0.0446, 0.0561, 0.0556, 0.0034, -0.0049, 0.0613, 0.0528, 0.0603, 0.0638, 0.0563, 0.0380, -0.0011, 0.0292],
  "lumo_energy_ha": 0.0031,
  "de_lowest_kcal_mol": 0.00,
  "smiles": "C[N+](=O)[O-].C[N+](=O)[O-].C[N+](=O)[O-].C[N+](=O)[O-].BrCCBr.BrCCBr.BrCCBr.BrCCBr.BrCCBr",
  "spin_multiplicity": 1,
  "homo_ev": -10.4157,
  "homo_lumo_gap_ev": 10.5
}

=====

{
  "formula": "C14H32Cl48F6NO20S2",
  "method": "ωB97M-V/def2-TZVPD",
  "symbols": ["Cl", "Cl", "Cl", "Cl", "Cl", "Cl", "Cl", "Cl", "Cl", "Cl", "Cl", "Cl", "Cl", "Cl", "Cl", "Cl", "Cl", "Cl", "Cl", "Cl", "Cl", "Cl", "Cl", "Cl", "Cl", "Cl", "Cl", "Cl", "Cl", "Cl", "Cl", "Cl", "Cl", "Cl", "Cl", "Cl", "Cl", "Cl", "Cl", "Cl", "Cl", "Cl", "Cl", "Cl", "Cl", "Cl", "Cl", "Cl", "S", "S", "F", "F", "F", "F", "F", "F", "O", "O", "O", "O", "O", "O", "O", "O", "O", "O", "O", "O", "O", "O", "O", "O", "O", "O", "O", "O", "N", "C", "C", "C", "C", "C", "C", "C", "C", "C", "C", "C", "C", "C", "C", "H", "H", "H", "H", "H", "H", "H", "H", "H", "H", "H", "H", "H", "H", "H", "H", "H", "H", "H", "H", "H", "H", "H", "H", "H", "H", "H", "H", "H", "H", "H", "H"],
  "coordinates": [[2.674, -1.891, -7.006], [2.069, -0.424, -4.593], [-1.613, 4.138, -4.494], [-0.025, 7.307, 5.337], [-4.551, -0.876, -8.762], [-2.088, 5.575, 6.108], [-7.532, -8.160, -1.984], [-7.693, -5.499, -0.977], [-4.608, -2.080, -6.095], [3.709, -5.114, -3.448], [-1.142, 6.937, -2.659], [-3.458, -3.438, -8.235], [-7.535, 0.298, -1.496], [-6.022, 1.558, 3.816], [2.310, -6.288, -0.039], [5.766, -4.244, -5.062], [4.075, 0.580, -6.442], [-2.827, 7.559, -0.385], [-2.727, -4.652, -3.365], [-6.839, -4.264, 3.185], [-6.157, -4.056, 6.081], [-5.129, -2.171, 4.206], [-3.429, 2.013, -4.700], [6.279, -4.630, -2.241], [-7.196, -2.265, -2.924], [4.082, -7.971, -1.577], [-0.608, 1.404, -4.314], [-7.098, 3.790, 2.363], [-2.643, -1.952, -2.256], [-8.105, 1.166, 1.807], [-1.220, 5.252, -0.365], [-5.158, -6.828, -0.732], [-4.248, -5.058, 4.105], [-5.429, 1.983, 1.041], [-1.738, 2.424, -6.898], [1.924, -9.154, 0.013], [-0.540, -3.761, -1.710], [1.324, -7.583, -2.375], [-1.350, 5.660, 3.258], [-2.652, 7.960, 4.463], [-0.876, -2.634, -4.323], [4.774, -2.337, -3.198], [-3.591, 5.458, -2.180], [1.205, 0.618, -7.172], [-8.577, -2.027, -0.415], [-6.261, -6.044, -3.436], [-5.710, -1.645, -0.458], [-2.135, -1.034, -7.199], [-1.107, 1.116, -0.060], [1.106, -0.358, -0.777], [-1.357, 1.191, 2.454], [2.594, -1.647, 0.937], [0.703, -2.592, 0.529], [-0.342, 2.939, 1.731], [-2.436, 2.724, 1.464], [2.397, -2.676, -0.846], [2.269, 0.569, -0.799], [-2.393, 0.479, -0.145], [-0.493, -1.499, 2.912], [8.299, 0.536, 1.459], [7.506, -0.767, -0.747], [5.862, 0.938, 2.586], [-0.835, 2.053, -1.066], [2.727, 5.639, -1.663], [1.610, 4.184, 3.248], [0.544, -0.801, -2.000], [4.423, -0.107, 4.713], [5.268, 0.650, -1.560], [4.776, 4.212, -0.493], [2.274, 3.046, -2.625], [1.614, -0.023, 4.056], [3.462, 2.678, 1.389], [1.180, 3.900, 5.656], [-3.300, -1.585, 1.712], [0.179, -4.931, 4.941], [0.682, 1.074, 6.234], [0.027, 0.109, 0.332], [-2.187, 6.303, -1.411], [-1.318, 2.092, 1.483], [-1.488, 6.622, 4.789], [5.166, -4.094, -3.483], [-3.687, -1.846, -7.572], [-6.575, -6.619, -1.767], [-1.834, 2.474, -5.094], [2.487, -0.288, -6.268], [2.441, -7.736, -1.031], [-7.253, -1.412, -1.398], [1.695, -1.876, -0.038], [-1.718, -3.241, -2.947], [-5.636, -3.868, 4.365], [-6.588, 2.100, 2.271], [7.396, 0.618, 1.856], [7.900, -0.261, 0.009], [4.047, 4.835, -0.628], [1.279, 4.017, 4.646], [7.130, -1.584, -0.376], [3.938, 3.174, 0.611], [4.604, 0.378, -0.924], [2.581, 4.704, -1.973], [-3.173, -0.818, 1.146], [-1.453, -1.503, 2.979], [2.185, 2.201, -2.112], [-0.384, -1.056, 2.068], [0.982, -0.720, 3.769], [1.284, 0.439, 4.859], [-0.285, -4.128, 5.223], [8.642, 1.459, 1.546], [-2.858, -2.333, 1.256], [1.157, 4.719, 2.548], [0.776, 0.799, 7.142], [1.925, 5.747, -1.157], [4.529, 0.471, 5.485], [5.272, 1.658, 2.372], [2.156, 3.907, 5.826], [6.135, 0.315, -1.313], [3.465, -0.027, 4.443], [1.751, 3.019, -3.448], [5.616, 0.588, 3.493], [3.343, 1.828, 1.065], [2.266, 3.619, 2.851], [0.691, 2.016, 6.159], [4.864, 3.645, -1.229], [-0.182, -4.987, 4.067]],
  "atomic_forces_ev_per_a": [[-0.12, 0.11, 0.14], [-0.06, -0.08, 0.20], [0.49, -0.31, -0.44], [1.17, 0.32, -0.17], [-0.21, 0.24, 0.11], [-0.19, 0.13, -0.57], [0.82, 0.31, 0.32], [0.22, 0.26, 0.01], [-0.21, 0.48, 0.35], [-0.30, 0.35, 0.44], [0.10, 0.27, -0.27], [0.55, -0.60, -0.45], [0.16, 0.65, -0.89], [0.24, -0.26, 0.37], [0.17, 0.12, 0.05], [1.20, -0.08, -1.48], [-0.86, -0.29, 0.10], [-0.22, 0.66, 0.12], [-0.04, 0.27, -0.05], [-0.50, 0.03, 0.02], [-0.18, -0.24, -0.74], [0.05, -0.70, -0.24], [-1.16, -0.77, 0.58], [0.23, -0.08, 0.06], [0.12, 0.24, -0.12], [0.08, -0.17, 0.01], [-0.85, 0.56, -0.62], [-0.11, 0.45, 0.32], [-0.75, 0.41, 0.25], [0.77, 0.14, 0.35], [-0.18, -0.43, -0.32], [-0.33, -0.05, -0.79], [-0.62, 1.02, 0.19], [1.08, -0.56, -0.86], [0.49, 0.18, 0.58], [0.33, 0.59, -0.64], [-0.15, -0.38, -0.30], [0.01, -0.14, -0.24], [0.07, 0.49, 0.87], [0.14, -0.48, 0.11], [0.38, -0.02, -0.84], [0.10, -0.97, 0.10], [0.68, 0.15, 0.55], [0.67, -0.37, 0.38], [-0.37, -0.62, 0.22], [0.49, -0.06, 0.80], [-0.65, -0.10, -0.56], [-0.43, -0.39, -0.16], [-1.28, -0.60, 1.14], [0.96, 3.26, 1.24], [-0.07, -0.27, 1.00], [-0.49, 0.94, 0.39], [0.27, 0.47, -0.59], [0.70, 0.56, -0.13], [-1.85, 1.29, -0.25], [-0.97, 0.34, -1.12], [-1.77, -1.70, -0.26], [-0.56, -0.58, 0.14], [-0.19, -0.39, 0.15], [0.21, 1.38, 0.45], [0.08, -0.25, 0.27], [0.50, -0.73, 1.05], [1.14, 1.52, -1.93], [-0.10, -1.08, -0.19], [-0.81, 1.54, -1.26], [-0.36, 0.04, -1.27], [-0.49, 0.49, 0.24], [-0.66, 0.80, -0.73], [0.20, 0.59, 2.10], [-0.07, -0.45, 0.18], [0.48, -0.20, -0.30], [1.45, 3.49, -0.37], [1.69, -0.16, -0.30], [0.24, -0.99, 0.05], [-0.34, 0.60, 0.64], [-0.29, -1.29, -0.02], [1.23, -0.71, -0.81], [-0.43, -0.56, 0.11], [1.38, -1.96, -0.04], [-1.25, -0.46, -0.27], [-1.25, 0.97, 0.85], [0.35, 0.26, 0.22], [-1.15, -0.40, -0.33], [0.98, 0.31, -0.16], [0.52, 0.48, -0.82], [-0.58, -0.43, 0.89], [0.74, -0.21, 1.31], [1.82, -2.26, 2.56], [0.38, -0.54, 0.72], [1.22, -0.09, 0.77], [-1.94, 0.18, -0.09], [0.14, -0.01, -0.01], [-0.21, -0.41, -0.29], [-0.02, 0.13, -0.68], [-0.84, -0.14, 1.10], [0.26, 0.56, -0.15], [-0.73, -0.73, 1.65], [0.16, -0.19, 0.16], [0.24, 0.54, -0.21], [0.29, 0.27, -0.43], [-0.30, -0.04, 0.27], [-0.11, 0.84, -0.80], [0.39, 0.25, -0.40], [0.24, 0.76, 0.49], [-0.25, -0.69, -0.48], [0.38, -0.10, 0.40], [-0.32, -1.22, -0.24], [-0.35, 0.76, 0.22], [0.80, -0.95, 0.94], [0.06, 0.17, 0.29], [-0.47, 0.49, 0.35], [-0.21, -0.32, -0.28], [-0.49, 0.33, -0.03], [-1.20, 0.00, 0.43], [0.22, -0.57, 0.45], [0.55, -0.26, 0.12], [0.23, -0.41, 0.75], [-0.27, 0.39, -1.29], [-0.70, -2.72, -0.94], [0.56, -0.59, -0.95], [0.10, 1.71, 0.09], [-0.03, -0.88, -1.54], [-0.03, -0.46, -1.07]],
  "lowdin_charge": [0.5126, 0.5511, 0.4914, 0.5834, 0.5269, 0.5169, 0.4592, 0.4847, 0.5169, 0.4842, 0.5392, 0.5363, 0.5250, 0.5640, 0.5273, 0.5693, 0.4943, 0.5385, 0.5028, 0.5469, 0.4807, 0.5298, 0.5692, 0.5441, 0.5397, 0.5281, 0.5242, 0.5104, 0.5802, 0.4447, 0.5580, 0.5459, 0.4517, 0.6075, 0.4696, 0.4628, 0.5779, 0.5209, 0.5329, 0.4831, 0.5546, 0.5202, 0.4903, 0.4615, 0.4945, 0.4882, 0.4974, 0.4766, 0.5351, 0.6305, 0.1411, 0.1307, 0.0628, 0.1217, 0.1373, 0.0987, -0.3014, -0.3314, -0.0594, -0.0934, -0.0947, -0.0704, -0.3004, -0.0763, -0.0500, -0.3703, -0.0816, -0.0805, -0.0320, -0.0705, -0.0949, -0.0626, -0.1484, -0.1286, -0.0543, -0.0214, -0.2713, -2.0302, -0.7553, -2.0063, -2.0516, -2.0600, -1.9751, -1.9839, -1.9746, -2.0403, -2.0338, -0.6837, -2.0412, -1.9813, -2.0686, 0.0073, 0.0034, 0.0160, -0.0341, 0.0521, 0.0552, -0.0057, 0.0169, -0.0219, 0.0238, 0.0381, -0.0157, 0.0178, -0.0173, 0.0372, 0.0778, 0.0596, 0.0606, 0.0604, 0.0161, 0.0495, 0.0183, 0.0575, -0.0229, 0.0308, 0.0394, 0.0424, -0.0255, 0.0318, 0.0006, 0.0266, 0.0105],
  "lumo_energy_ha": 0.0457,
  "total_charge": -1,
  "spin_multiplicity": 1,
  "homo_ev": -8.3969,
  "homo_lumo_gap_ev": 9.6
}